[1]
ORCA calculation (the ωB97M-V functional and the def2-TZVPD basis) on a single C21H24N2OS molecule.

Computed properties:
Orbital gap   8.51 eV
Energy relative to the best compared isomer or geometry (same formula, charge and spin)   100.2 kJ/mol
Structure (SMILES)   CC(=O)c1ccc(NC(=S)N(Cc2ccccc2)[C@@H](C)C2CC2)cc1

Geometry as XYZ:
```
49
Properties=species:S:1:pos:R:3:mulliken_charge:R:1
C 2.654 5.606 -1.211 -1.39
C 1.479 5.028 -1.963 1.04
O 1.124 5.486 -3.029 -0.62
C 0.778 3.884 -1.341 0.22
C -0.389 3.418 -1.955 -1.09
C -1.089 2.358 -1.433 -0.28
C -0.645 1.720 -0.271 1.46
N -1.365 0.624 0.170 -0.11
C -1.156 -0.182 1.263 0.37
S -0.734 0.446 2.732 -0.36
N -1.381 -1.502 1.060 0.28
C -1.456 -2.045 -0.287 -1.01
C -0.391 -1.478 -1.198 0.41
C 0.919 -1.360 -0.749 0.10
C 1.885 -0.790 -1.556 -0.82
C 1.558 -0.345 -2.826 -0.43
C 0.263 -0.484 -3.290 -0.72
C -0.707 -1.046 -2.479 -0.39
C -1.475 -2.425 2.186 -0.56
C -2.796 -3.193 2.150 -1.67
C -0.288 -3.364 2.253 -0.01
C 1.029 -2.846 2.751 -0.61
C 0.227 -3.783 3.597 -0.69
C 0.522 2.172 0.342 -0.62
C 1.218 3.239 -0.185 -1.29
H 3.030 6.473 -1.748 0.35
H 2.352 5.902 -0.209 0.39
H 3.447 4.865 -1.133 0.35
H -0.726 3.914 -2.853 0.45
H -1.987 2.007 -1.922 0.36
H -2.044 0.292 -0.502 0.26
H -2.452 -1.882 -0.722 0.33
H -1.312 -3.125 -0.206 0.50
H 1.173 -1.697 0.245 0.43
H 2.896 -0.690 -1.191 0.42
H 2.311 0.110 -3.452 0.43
H 0.002 -0.143 -4.281 0.40
H -1.721 -1.144 -2.845 0.44
H -1.460 -1.793 3.080 0.49
H -2.846 -3.872 1.302 0.34
H -3.634 -2.501 2.096 0.42
H -2.890 -3.779 3.060 0.43
H -0.258 -4.114 1.470 0.40
H 1.935 -3.214 2.293 0.30
H 1.078 -1.811 3.053 0.20
H 0.575 -4.798 3.718 0.28
H -0.260 -3.382 4.473 0.25
H 0.884 1.685 1.232 0.23
H 2.120 3.558 0.312 0.32
```

---

[2]
ORCA calculation (the ωB97M-V functional and the def2-TZVPD basis) on a 2-piece molecular cluster, C3H4Cl3N2O2P overall at a distorted geometry.

Computed properties:
Orbital gap   8.61 eV
Energy relative to the best compared isomer or geometry (same formula, charge and spin)   73.7 kJ/mol

Geometry as XYZ:
```
15
Properties=species:S:1:pos:R:3:mulliken_charge:R:1
C 1.708 1.359 -0.076 0.44
C -0.112 0.331 -1.285 -0.54
C -0.479 0.867 0.245 -0.32
N 2.203 0.246 -2.155 -0.82
N 1.430 0.553 -1.314 0.80
O 2.835 1.565 0.131 -0.40
O 0.709 1.518 0.694 -0.31
P 4.580 -0.147 0.251 0.58
Cl 5.767 0.281 -1.300 -0.18
Cl 5.357 -1.811 1.137 -0.27
Cl 5.282 1.321 1.465 -0.19
H -0.420 -0.700 -1.397 0.31
H -0.716 1.004 -2.004 0.27
H -1.312 1.544 0.071 0.31
H -0.567 -0.039 0.927 0.29
```

---

[3]
ORCA calculation (the ωB97M-V functional and the def2-TZVPD basis) on C46H57Br2F4N4PS3Si2Ti as an isolated structure at a distorted geometry.

Computed properties:
Orbital gap (alpha / beta)   5.40 / 5.58 eV
Energy relative to the best compared isomer or geometry (same formula, charge and spin)   30.3 kJ/mol

Geometry as XYZ:
```
120
Properties=species:S:1:pos:R:3:mulliken_charge:R:1
Ti -1.307 0.988 -2.319 -0.44
C -5.418 -2.325 -2.537 -0.53
S -4.931 -1.728 -4.180 -0.15
C -3.491 -0.828 -3.647 0.09
S -3.555 0.881 -3.469 -0.31
N -2.420 -1.523 -3.475 -1.06
N -1.316 -0.760 -3.218 1.16
C -0.170 -1.273 -3.658 -1.18
C 0.828 -0.335 -3.935 0.91
C 1.991 -0.646 -4.678 -1.11
C 2.750 0.362 -5.197 -0.80
C 2.378 1.695 -4.924 -0.74
C 1.306 1.927 -4.103 -0.36
N 0.508 0.964 -3.596 1.13
H -6.266 -2.995 -2.664 0.41
H -4.577 -2.847 -2.087 0.14
H -5.703 -1.464 -1.943 0.07
H -0.128 -2.306 -3.980 0.36
H 2.224 -1.687 -4.860 0.51
H 3.617 0.150 -5.809 0.42
H 2.930 2.529 -5.332 0.51
H 1.098 2.947 -3.821 0.17
F 1.152 7.872 -3.438 -0.29
C 0.816 6.765 -2.809 0.40
C 1.238 6.537 -1.509 0.43
F 1.947 7.464 -0.881 -0.30
C 0.914 5.357 -0.877 -0.11
F 1.326 5.222 0.378 -0.42
C 0.157 4.338 -1.472 0.38
P 0.192 2.609 -0.804 1.58
C 1.975 2.420 -0.362 0.71
C 2.501 2.827 0.865 -0.54
C 3.862 2.742 1.111 -0.80
C 4.723 2.238 0.149 -0.77
C 4.208 1.794 -1.059 -0.76
C 2.849 1.883 -1.309 0.06
C -0.494 2.786 0.887 0.69
C -0.377 1.660 1.704 0.17
C -0.875 1.672 2.995 -0.47
C -1.514 2.806 3.479 -0.83
C -1.656 3.919 2.665 -1.26
C -1.149 3.911 1.373 -0.25
C -0.315 4.642 -2.766 -0.73
Br -1.527 3.502 -3.707 0.08
C 0.011 5.820 -3.412 0.40
F -0.446 6.057 -4.640 -0.33
H 1.851 3.210 1.639 0.42
H 4.256 3.074 2.064 0.46
H 5.784 2.167 0.351 0.42
H 4.861 1.363 -1.808 0.52
H 2.469 1.511 -2.245 -0.01
H 0.105 0.772 1.313 -0.39
H -0.755 0.802 3.628 0.58
H -1.893 2.823 4.493 0.40
H -2.161 4.802 3.034 0.37
H -1.259 4.788 0.749 0.47
C -5.880 -1.231 1.066 -1.14
Si -4.742 -0.044 1.989 0.39
C -3.403 -1.045 2.859 -0.33
C -5.827 0.812 3.282 -1.31
C -4.072 1.309 0.838 0.24
C -4.633 2.573 0.896 0.13
C -4.227 3.586 0.031 -1.79
C -3.246 3.303 -0.883 -0.30
N -2.660 2.103 -0.975 0.89
C -3.062 1.116 -0.139 -0.10
S -2.196 -0.345 -0.409 0.11
H -6.522 -1.749 1.782 0.39
H -5.305 -1.983 0.527 0.20
H -6.526 -0.712 0.356 0.35
H -3.842 -1.938 3.311 0.55
H -2.910 -0.474 3.649 0.34
H -2.649 -1.367 2.145 -0.40
H -6.108 0.087 4.049 0.37
H -6.752 1.186 2.838 0.35
H -5.325 1.644 3.778 0.34
H -5.407 2.784 1.626 0.43
H -4.670 4.571 0.068 0.47
H -2.922 4.069 -1.575 0.33
C 2.001 -4.934 -1.013 -1.90
C 2.968 -4.057 -0.204 2.80
C 3.892 -4.968 0.619 -1.74
C 3.823 -3.297 -1.232 -1.88
Si 1.993 -2.844 0.950 -2.23
Br 1.223 -1.250 -0.535 0.19
C 0.425 -3.623 1.757 3.00
C -0.693 -3.847 0.726 -1.99
C 0.770 -4.968 2.416 -1.90
C -0.152 -2.697 2.837 -1.75
C 3.103 -1.865 2.190 3.04
C 4.413 -1.443 1.514 -2.00
C 2.422 -0.579 2.672 -1.58
C 3.450 -2.729 3.413 -1.75
H 2.571 -5.533 -1.730 0.60
H 1.295 -4.320 -1.576 0.21
H 1.442 -5.625 -0.384 0.33
H 4.399 -5.672 -0.046 0.56
H 3.340 -5.548 1.361 0.28
H 4.659 -4.391 1.140 0.31
H 4.420 -4.017 -1.800 0.57
H 4.506 -2.586 -0.772 0.32
H 3.192 -2.753 -1.936 0.29
H -0.418 -4.577 -0.033 0.27
H -0.971 -2.918 0.225 0.27
H -1.582 -4.225 1.241 0.55
H 1.089 -5.710 1.683 0.34
H -0.118 -5.362 2.918 0.52
H 1.561 -4.867 3.163 0.34
H -0.447 -1.734 2.412 0.02
H 0.550 -2.526 3.654 0.22
H -1.046 -3.159 3.266 0.75
H 4.222 -0.892 0.593 0.13
H 5.051 -2.301 1.296 0.37
H 4.965 -0.777 2.184 0.61
H 2.245 0.097 1.838 -0.12
H 3.083 -0.061 3.375 0.65
H 1.476 -0.764 3.180 0.14
H 3.952 -3.655 3.125 0.30
H 2.562 -2.987 3.992 0.35
H 4.126 -2.172 4.068 0.52
```

---

[4]
ORCA calculation (the ωB97M-V functional and the def2-TZVPD basis) on C4H8O3Sc as an isolated structure at a distorted geometry.

Computed properties:
Total charge   +3
Orbital gap   4.95 eV
Energy relative to the best compared isomer or geometry (same formula, charge and spin)   261.0 kJ/mol

Geometry as XYZ:
```
16
Properties=species:S:1:pos:R:3:mulliken_charge:R:1
C -1.445 -1.380 1.941 -1.12
C -1.311 -0.527 0.704 -0.21
O -0.150 0.300 0.904 -0.19
H -2.211 -2.151 1.789 0.38
H -0.491 -1.859 2.198 0.35
H -1.753 -0.743 2.780 0.34
H -2.179 0.133 0.566 0.33
H -1.164 -1.130 -0.203 0.34
Sc 0.077 3.015 -0.636 2.03
O 0.209 0.897 -0.284 -0.16
O 1.121 2.134 -2.142 -0.47
C 1.822 1.106 -2.054 0.41
C 1.449 0.102 -1.071 -0.27
H 1.088 -0.827 -1.532 0.40
H 2.728 0.983 -2.663 0.47
H 2.212 -0.054 -0.297 0.37
```

---

[5]
ORCA calculation (the ωB97M-V functional and the def2-TZVPD basis) on an isolated ion of composition C2H6N and charge +1.

Computed properties:
Total charge   +1
Orbital gap   12.14 eV
Energy relative to the best compared isomer or geometry (same formula, charge and spin)   16.7 kJ/mol
Structure (SMILES)   C=C[NH3+]

Geometry as XYZ:
```
9
Properties=species:S:1:pos:R:3:mulliken_charge:R:1
C -0.996 0.310 -0.759 -0.65
C 0.250 0.337 -0.348 0.08
N 0.636 -0.529 0.814 -0.37
H -1.340 0.888 -1.609 0.28
H -1.703 -0.327 -0.237 0.24
H 1.106 0.896 -0.682 0.32
H 1.524 -0.187 1.189 0.37
H -0.095 -0.519 1.540 0.37
H 0.773 -1.489 0.497 0.36
```

---

Number 1: E -1397.55226 Eh. Number 2: E -2098.58713 Eh. Number 3: E -10518.09816 Eh. Number 4: E -1142.20963 Eh. Number 5: E -134.26521 Eh.